# 1
ORCA calculation (the ωB97M-V functional and the def2-TZVPD basis) on a cluster of 13 separate species, C78H65N13O26 in total in a non-equilibrium geometry.

Results
- energy relative to the best compared isomer or geometry (same formula, charge and spin) (kJ/mol) = 29.4
- charge = -1
- E_tot (Ha) = -5678.1157
- lowest unoccupied orbital energy (alpha / beta) (eV) = 0.1 / 0.1
- expectation value of S² = 0.768
- 2S+1 = 2

Geometry (Å):
C: -0.676 4.476 5.028
C: -1.854 5.032 4.620
C: -2.223 6.335 5.091
C: -1.331 7.011 5.897
C: -0.227 6.354 6.454
C: 0.133 5.040 5.963
N: -1.619 8.346 6.435
O: -1.076 8.720 7.474
O: -2.323 9.054 5.806
H: -0.306 3.593 4.528
H: -2.412 4.593 3.806
H: -3.100 6.831 4.702
H: 0.332 6.913 7.190
H: 1.066 4.575 6.246
C: -2.897 1.459 -4.075
C: -4.201 1.515 -4.655
C: -4.464 0.938 -5.871
C: -3.460 0.131 -6.493
C: -2.155 0.120 -5.931
C: -1.857 0.765 -4.722
N: -3.716 -0.634 -7.723
O: -4.769 -0.393 -8.317
O: -2.883 -1.505 -8.091
H: -2.684 2.145 -3.268
H: -4.962 2.122 -4.186
H: -5.359 1.158 -6.434
H: -1.362 -0.419 -6.428
H: -0.869 0.787 -4.285
C: -0.499 0.993 2.278
C: -1.352 1.155 1.206
C: -1.176 0.399 0.055
C: -0.135 -0.596 -0.049
C: 0.636 -0.825 1.080
C: 0.478 -0.039 2.241
N: 0.126 -1.306 -1.303
O: 0.566 -2.458 -1.239
O: -0.178 -0.738 -2.347
H: -0.717 1.616 3.133
H: -2.174 1.854 1.251
H: -1.796 0.562 -0.813
H: 1.510 -1.459 1.083
H: 0.996 -0.183 3.178
C: 2.539 -3.200 3.751
C: 2.374 -4.063 2.666
C: 3.436 -4.714 2.122
C: 4.719 -4.524 2.635
C: 4.933 -3.640 3.667
C: 3.833 -2.941 4.229
N: 5.887 -5.290 2.082
O: 5.716 -6.197 1.293
O: 7.021 -5.030 2.584
H: 1.673 -2.843 4.288
H: 1.359 -4.161 2.310
H: 3.200 -5.551 1.481
H: 5.909 -3.496 4.106
H: 4.002 -2.225 5.019
C: 2.510 2.625 0.875
C: 3.629 2.863 0.099
C: 4.017 4.183 -0.158
C: 3.383 5.186 0.554
C: 2.304 4.967 1.381
C: 1.880 3.666 1.594
N: 3.803 6.600 0.403
O: 4.887 6.827 -0.170
O: 3.164 7.494 0.993
H: 2.206 1.614 1.103
H: 4.171 2.127 -0.477
H: 4.769 4.352 -0.915
H: 1.749 5.711 1.933
H: 1.121 3.371 2.303
C: -3.954 -4.012 -5.242
C: -4.692 -4.676 -4.282
C: -4.890 -4.062 -3.080
C: -4.245 -2.816 -2.865
C: -3.350 -2.302 -3.805
C: -3.273 -2.877 -5.027
N: -4.442 -2.071 -1.553
O: -3.850 -0.989 -1.443
O: -5.154 -2.560 -0.722
H: -3.810 -4.576 -6.152
H: -5.184 -5.627 -4.417
H: -5.629 -4.393 -2.366
H: -2.769 -1.403 -3.661
H: -2.606 -2.411 -5.739
C: 1.063 -2.325 -5.385
C: 1.358 -1.631 -6.550
C: 0.816 -2.064 -7.774
C: 0.048 -3.207 -7.886
C: -0.288 -3.886 -6.700
C: 0.207 -3.421 -5.487
N: -0.518 -3.681 -9.214
O: -1.425 -4.508 -9.255
O: -0.035 -3.182 -10.245
H: 1.424 -1.935 -4.445
H: 2.012 -0.773 -6.505
H: 1.087 -1.513 -8.662
H: -1.008 -4.690 -6.679
H: -0.132 -3.758 -4.519
C: 7.089 -4.348 -2.177
C: 5.852 -4.032 -2.582
C: 5.028 -3.144 -1.912
C: 5.549 -2.545 -0.725
C: 6.894 -2.858 -0.299
C: 7.648 -3.764 -1.048
N: 4.625 -1.665 0.088
O: 4.982 -1.288 1.160
O: 3.626 -1.272 -0.525
H: 7.718 -5.090 -2.647
H: 5.427 -4.486 -3.465
H: 4.083 -2.945 -2.395
H: 7.376 -2.548 0.616
H: 8.628 -4.156 -0.820
C: -5.135 -0.393 4.351
C: -4.198 0.038 5.297
C: -2.885 -0.494 5.295
C: -2.484 -1.418 4.315
C: -3.456 -1.849 3.430
C: -4.749 -1.366 3.418
N: -1.151 -1.972 4.280
O: -0.365 -1.617 5.112
O: -0.858 -2.704 3.329
H: -6.154 -0.038 4.389
H: -4.482 0.673 6.123
H: -2.261 -0.259 6.144
H: -3.219 -2.624 2.716
H: -5.532 -1.701 2.753
C: 0.705 5.505 -1.475
C: -0.233 6.500 -1.802
C: -1.550 6.171 -1.918
C: -1.942 4.795 -1.748
C: -0.964 3.845 -1.454
C: 0.340 4.187 -1.332
N: -3.340 4.397 -1.989
O: -3.742 3.288 -1.580
O: -4.081 5.185 -2.539
H: 1.748 5.786 -1.452
H: 0.117 7.522 -1.777
H: -2.284 6.913 -2.197
H: -1.170 2.813 -1.213
H: 1.087 3.426 -1.165
C: -5.467 2.866 2.459
C: -5.308 2.396 1.107
C: -6.449 2.252 0.300
C: -7.691 2.585 0.790
C: -7.786 2.977 2.180
C: -6.685 3.133 2.999
N: -8.878 2.435 -0.063
O: -9.919 3.072 0.258
O: -8.675 1.894 -1.126
H: -4.553 2.992 3.021
H: -4.276 2.315 0.796
H: -6.412 1.886 -0.715
H: -8.718 3.205 2.675
H: -6.807 3.339 4.052
C: 2.776 -5.752 -1.799
C: 3.931 -6.538 -1.912
C: 4.327 -7.024 -3.130
C: 3.465 -6.821 -4.269
C: 2.249 -6.014 -4.104
C: 1.982 -5.461 -2.896
N: 3.744 -7.381 -5.576
O: 2.981 -7.092 -6.453
O: 4.660 -8.219 -5.616
H: 2.548 -5.349 -0.823
H: 4.536 -6.668 -1.027
H: 5.160 -7.705 -3.226
H: 1.561 -5.957 -4.934
H: 1.152 -4.774 -2.818
C: 3.914 2.715 8.861
C: 3.695 3.638 7.829
C: 3.443 3.291 6.517
C: 3.212 1.942 6.200
C: 3.386 1.006 7.227
C: 3.755 1.385 8.504
N: 2.769 1.499 4.848
O: 2.167 2.329 4.157
O: 3.127 0.410 4.478
H: 4.200 2.970 9.871
H: 4.014 4.650 8.030
H: 3.488 4.118 5.823
H: 3.280 -0.051 7.034
H: 3.824 0.640 9.283



# 2
ORCA calculation (the ωB97M-V functional and the def2-TZVPD basis) on a structure of composition C19H22N2O in a non-equilibrium geometry.

Results
- energy relative to the best compared isomer or geometry (same formula, charge and spin) (kJ/mol) = 1413.1
- E_tot (Ha) = -921.4910
- lowest unoccupied orbital energy (eV) = 0.3
- 2S+1 = 1

Geometry (Å):
C: 5.670 -0.141 -2.325
C: 4.512 -0.130 -1.300
C: 4.422 -1.173 -0.251
C: 3.546 -1.035 0.613
N: 3.278 -1.933 1.489
C: 2.360 -1.210 2.241
N: 1.982 0.078 1.672
C: 2.731 -0.048 0.630
C: 2.846 0.969 -0.319
C: 3.734 0.969 -1.329
C: 3.941 1.971 -2.143
H: 3.856 1.463 -3.274
H: 3.102 2.744 -2.401
H: 4.843 2.501 -2.211
H: 2.123 1.793 -0.369
C: 0.839 0.806 2.157
H: 0.875 1.798 1.632
C: -0.521 0.201 1.606
H: -1.486 0.599 2.123
H: -0.632 -0.828 2.064
C: -0.603 0.051 0.070
C: -1.865 -0.296 -0.243
H: -1.981 -0.449 -1.355
O: -2.933 0.615 0.166
C: -4.298 -0.094 -0.168
C: -4.808 -0.923 -0.964
C: -6.086 -1.023 -1.407
C: -7.046 -0.263 -0.618
C: -6.500 1.033 -0.022
C: -5.273 1.184 0.218
H: -4.902 1.866 0.887
H: -7.271 1.519 0.283
H: -8.089 -0.319 -0.915
H: -6.375 -1.919 -1.934
H: -3.987 -1.604 -1.427
H: -2.194 -1.450 0.222
H: 0.123 -0.628 -0.384
H: -0.538 1.406 -0.140
H: 0.764 0.714 3.286
H: 1.948 -1.639 3.337
H: 5.185 -1.778 -0.345
H: 6.463 -0.919 -2.071
H: 6.477 0.686 -2.350
H: 5.317 -0.183 -3.469